# 1
ORCA calculation (ωB97M-V with the def2-TZVPD basis set) on C24H24N3O2PSn as an isolated structure.

Structure (ORCA input):
```
! wB97M-V def2-TZVPD RIJCOSX def2/J DEFGRID3
* xyz 2 1
C 0.240 -0.925 0.597
H -0.217 3.383 3.162
H -3.863 -5.408 -1.806
C -1.180 -2.695 -1.291
H 4.646 -4.792 -2.122
H -0.537 6.947 1.389
H -1.789 0.005 3.150
H -3.379 -3.802 -3.620
C 2.058 -3.318 -0.514
C 1.693 -2.361 -1.455
H -0.478 5.442 4.628
N -1.197 4.299 1.537
H -2.203 7.521 1.623
H 2.479 0.266 2.854
C -0.515 5.492 3.542
C 3.479 -3.160 -2.877
H 4.034 -3.099 -3.806
C -1.876 -2.763 -2.498
H -1.909 3.853 3.456
C -0.877 -0.143 2.585
C 0.353 0.202 3.139
O 1.582 0.838 -4.406
C -2.419 -4.572 -0.459
N 1.716 -0.112 -3.411
C 2.263 -1.226 -3.673
H -3.071 5.236 1.483
C -3.108 -4.646 -1.665
C -0.745 3.448 0.677
O -1.436 6.508 3.201
C 2.438 -2.266 -2.644
H -1.899 -0.970 0.893
C -1.521 6.693 1.801
C -0.967 4.152 2.994
H 0.484 5.737 3.164
C 1.471 -0.556 1.149
H 2.669 -1.417 -4.667
C 1.522 0.005 2.420
C -2.839 -3.744 -2.685
H -0.932 -3.540 0.683
H 1.497 -3.408 0.409
P 0.125 -1.468 -1.134
C 3.124 -4.179 -0.739
N -0.334 2.679 -0.096
H 1.954 0.509 -5.243
C -0.940 -0.694 1.315
H -2.637 -5.276 0.334
C -1.455 -3.597 -0.264
C -2.058 5.442 1.135
C 3.827 -4.112 -1.930
Sn 0.267 1.154 -1.834
H -2.056 5.532 0.052
H 2.392 -0.738 0.606
H -1.665 -2.056 -3.292
H 0.398 0.612 4.140
H 3.392 -4.910 0.013
*
```

Values from the calculation:
Molecular weight ... 536.2 g mol⁻¹
E ... -1798.73002 Eh

# 2
ORCA calculation (ωB97M-V with the def2-TZVPD basis set) on a 6-piece molecular cluster, C24H24N6O6 overall in a non-equilibrium geometry.

Structure (ORCA input):
```
! wB97M-V def2-TZVPD RIJCOSX def2/J DEFGRID3
* xyz 0 1
C 0.220 -1.466 7.213
H 1.038 -0.853 2.036
C -0.520 -1.757 4.945
C -1.311 -0.335 -2.952
C 0.000 -2.811 7.449
C 0.476 2.709 -3.453
N -0.973 -4.044 4.126
C -0.574 -3.633 6.484
N -2.043 2.748 5.639
H 2.380 0.773 -5.404
C 0.183 3.715 -4.373
C 1.274 1.647 -3.834
N 2.018 2.532 -7.379
N -5.178 0.299 -4.359
H -0.732 0.901 3.483
O -1.014 -5.222 4.380
H 0.259 2.952 -2.421
H 0.959 -1.897 0.645
H -0.403 -0.627 -2.436
O -5.998 0.831 -3.644
C 1.777 1.625 -5.125
C -3.844 0.039 -3.813
C 0.635 3.675 -5.682
N 7.260 -0.913 3.710
O 1.864 3.459 -8.127
N 0.841 0.918 -0.598
H -1.699 1.166 -1.489
C -0.144 -0.906 5.990
C 5.350 -0.793 1.938
H 1.714 0.868 -3.228
O -5.392 -0.025 -5.508
H -1.040 -1.850 -4.373
H -0.402 4.550 -4.010
C 6.420 -0.885 2.932
C -1.935 2.093 4.709
C -3.407 0.791 -2.748
H 4.558 -1.522 2.086
H 0.320 4.401 -6.418
H -3.950 1.594 -2.268
H 5.838 -0.953 0.974
H -1.949 1.840 2.654
H 0.580 -0.854 8.029
C 1.434 2.622 -6.044
O 2.611 1.524 -7.673
H -0.780 -4.670 6.695
C 1.470 -1.022 1.057
H 0.001 0.151 5.821
C -3.018 -0.867 -4.486
C -2.069 0.660 -2.369
H 2.522 -1.273 0.968
C -0.704 -3.107 5.217
H 4.883 0.188 1.866
H -0.673 -1.355 3.957
C -1.772 1.222 3.536
C -1.742 -1.094 -4.055
H 0.185 -3.229 8.430
H -3.416 -1.377 -5.355
H -2.437 0.365 3.512
O -1.075 -3.607 2.999
C 1.124 0.087 0.145
*
```

Values from the calculation:
Molecular weight ... 492.5 g mol⁻¹
SMILES ... O=[N+]([O-])c1ccccc1.O=[N+]([O-])c1ccccc1.O=[N+]([O-])c1ccccc1.CC#N.CC#N.CC#N
E ... -1708.57575 Eh
Energy relative to the best compared isomer or geometry (same formula, charge and spin) ... 0.512 eV

# 3
ORCA calculation (ωB97M-V with the def2-TZVPD basis set) on C24H25Cl4N2O7SYb as an isolated structure.

Structure (ORCA input):
```
! wB97M-V def2-TZVPD RIJCOSX def2/J DEFGRID3
* xyz -2 2
C 2.504 3.202 0.747
N -0.809 -2.274 -1.131
C -0.245 0.202 -2.840
C 4.003 5.504 0.935
H -1.513 2.745 -2.061
C -0.159 -2.801 -1.917
H 0.796 4.470 0.981
H -2.403 -3.540 6.228
H -3.090 2.576 0.505
Yb 0.319 -0.385 0.357
O 0.125 0.065 -4.011
H 2.469 -2.481 -2.526
H 5.730 4.260 0.702
H 1.492 -1.682 -3.766
S 1.110 -0.381 3.083
H 0.199 -5.459 -2.115
H -1.229 -4.247 -3.881
C -2.916 0.144 0.913
C 2.625 5.591 1.019
C 4.651 4.294 0.761
C 0.607 -3.495 -2.964
N -2.121 0.894 -1.328
Cl 0.734 0.117 6.230
C -0.993 -1.917 6.195
C -0.734 -2.409 3.513
H 2.346 -3.201 -4.158
H -3.291 3.972 -0.545
H -0.787 3.103 0.440
H -0.650 -2.700 -4.542
Cl -0.584 -2.820 1.827
O -1.438 3.797 0.208
H -2.151 -3.972 3.780
H -2.113 -0.745 -2.613
C 1.056 -4.842 -2.391
C 3.889 3.140 0.666
O 0.502 0.207 -1.812
H 1.638 -5.367 -3.150
H 4.349 2.171 0.531
C -0.343 -3.673 -4.159
C -3.189 0.237 -0.598
H 2.149 6.552 1.155
H -3.251 2.432 -2.192
C -1.592 -3.185 4.267
C 0.031 -1.339 4.026
H -1.071 -1.693 7.251
O 0.449 1.974 0.726
C -2.368 2.320 -1.530
H -2.216 0.800 -3.455
C 1.709 1.931 0.636
O -1.704 -0.112 1.220
C -1.730 -2.943 5.626
C 1.814 -2.649 -3.378
C 1.875 4.428 0.923
Cl 2.178 -2.229 0.012
H 0.188 -4.209 -4.949
C -1.760 0.288 -2.594
O -3.857 0.271 1.691
H 1.674 -4.679 -1.508
H -3.253 -0.801 -0.935
Cl 4.960 6.970 1.055
O 2.308 0.851 0.460
H -4.170 0.708 -0.758
C -0.149 -1.150 5.412
C -2.601 3.165 -0.279
*
```

Values from the calculation:
Molecular weight ... 800.4 g mol⁻¹
E ... -4963.79702 Eh
Energy relative to the best compared isomer or geometry (same formula, charge and spin) ... 0.009 eV

# 4
ORCA calculation (ωB97M-V with the def2-TZVPD basis set) on C24H25ClN4OS2Ti as an isolated structure in a non-equilibrium geometry.

Structure (ORCA input):
```
! wB97M-V def2-TZVPD RIJCOSX def2/J DEFGRID3
* xyz 2 1
C 1.725 -3.610 0.264
C -2.397 3.515 -1.772
C 3.115 -3.727 0.188
H -2.548 -0.384 3.551
C 1.541 -6.009 0.428
H -3.262 0.755 -1.923
C 2.082 -0.864 -2.762
C -3.679 1.381 -1.133
C -0.352 -2.617 2.268
C 1.088 -2.295 0.205
C -1.268 -0.088 1.862
N 2.190 -1.653 -1.721
C -3.891 3.803 -1.761
C -1.324 -2.105 3.113
H -2.047 3.032 -2.686
O -1.029 1.399 -0.833
H 3.727 -2.842 0.080
H -1.553 0.943 1.717
C 1.142 2.071 1.902
H -1.776 4.378 -1.541
H -5.503 2.557 -1.005
C 2.926 -6.115 0.393
H -1.697 -2.703 3.935
C 0.100 -1.844 1.209
S -2.244 2.279 -0.459
C 0.292 2.970 2.526
H 2.968 0.628 0.523
C 2.363 1.257 -0.131
C -1.800 -0.820 2.904
C -4.643 2.453 -1.663
H 1.511 1.214 2.453
H 3.393 -7.089 0.451
Ti 0.557 0.410 -0.580
H 2.822 -0.456 -4.605
H 0.927 -6.897 0.490
Cl -1.217 5.200 2.596
S 0.825 0.361 -2.922
C 0.335 4.366 0.556
H 2.952 1.648 -0.955
C -0.127 4.105 1.845
N 2.925 -1.013 -3.776
C 1.172 3.463 -0.067
C 3.707 -4.974 0.272
C 0.941 -4.765 0.377
H 0.057 -3.601 2.433
H 0.053 5.289 0.066
H 3.647 -1.715 -3.744
H 1.548 3.677 -1.060
H -4.179 4.358 -2.651
H -4.131 4.428 -0.900
C 1.582 2.285 0.585
H 4.785 -5.061 0.237
H -0.034 2.805 3.544
H -5.021 2.147 -2.636
N 1.323 -1.404 -0.717
N -0.348 -0.581 1.026
H -0.139 -4.689 0.366
H -4.112 0.747 -0.362
*
```

Values from the calculation:
Molecular weight ... 532.9 g mol⁻¹
E ... -3329.39517 Eh

| no. | HOMO (eV) |
| --- | --- |
| 1 | -14.53 |
| 2 | -9.94 |
| 3 | -1.93 |
| 4 | -13.99 |